No. 1
{
  "formula": "C18H38GeMnN9O3S4Si3",
  "method": "the ωB97M-V functional and the def2-TZVPD basis",
  "symbols": ["Mn", "O", "C", "S", "C", "C", "S", "S", "S", "N", "C", "N", "N", "N", "N", "C", "N", "N", "N", "N", "H", "C", "O", "H", "H", "H", "H", "C", "C", "C", "O", "H", "H", "H", "H", "H", "H", "C", "Si", "C", "C", "Ge", "Si", "C", "C", "C", "Si", "C", "C", "C", "H", "H", "H", "H", "H", "H", "H", "H", "H", "H", "H", "H", "H", "H", "H", "H", "H", "H", "H", "H", "H", "H", "H", "H", "H", "H", "H"],
  "coordinates": [[0.8482, 0.5078, -0.2837], [-3.1070, -6.6575, 2.7267], [-2.5045, -5.7722, 2.1700], [-0.9290, -5.1925, 2.6689], [-0.6245, -4.0689, 1.3055], [-1.6662, -3.9225, 0.4222], [-1.6607, -2.9597, -0.9518], [-3.1227, -4.8982, 0.7775], [0.8850, -3.3522, 1.1942], [2.3968, 1.9377, 2.4487], [1.3030, 2.5447, 1.9024], [0.6594, 3.5680, 2.4529], [-0.3559, 3.8107, 1.6275], [-0.3411, 2.9999, 0.6358], [0.6985, 2.1626, 0.7525], [3.1258, 1.0046, 1.7509], [4.3326, 0.5872, 2.1047], [4.6586, -0.3032, 1.1672], [3.7190, -0.4265, 0.3085], [2.7052, 0.3905, 0.6238], [2.8549, 2.3966, 3.2177], [2.0306, -2.0205, -1.7733], [0.9343, -1.2547, -1.3218], [1.6849, -2.7792, -2.4844], [2.5425, -2.5147, -0.9445], [2.7335, -1.3499, -2.2685], [0.2984, -1.8751, -0.8820], [-2.2197, 0.8828, 2.3119], [-0.9237, 0.1257, 2.1917], [-0.1750, -0.1318, 3.4739], [-0.4777, -0.2364, 1.1076], [-2.8267, 0.4852, 3.1226], [-2.7637, 0.8460, 1.3724], [-1.9953, 1.9250, 2.5419], [-0.7373, -0.8336, 4.0892], [-0.0538, 0.7955, 4.0325], [0.8006, -0.5578, 3.2459], [-3.0556, 3.8553, -0.3991], [-2.8657, 2.4025, -1.6398], [-4.1816, 1.0823, -1.1235], [-3.5996, 3.1794, -3.2505], [-0.6729, 1.4239, -1.9118], [-1.1649, 0.2225, -3.9847], [-1.5037, 1.2594, -5.5803], [0.2244, -0.9665, -4.5845], [-2.7503, -0.8516, -3.8583], [0.7962, 3.1879, -2.7342], [2.4897, 2.2695, -2.7122], [1.0463, 4.7321, -1.6179], [0.6397, 3.9477, -4.5025], [-4.0217, 4.3516, -0.4780], [-2.2814, 4.5910, -0.5839], [-2.9221, 3.5232, 0.6228], [-4.9085, 1.4832, -0.4202], [-3.7011, 0.2241, -0.6606], [-4.7261, 0.7091, -1.9859], [-4.4424, 3.8300, -3.0359], [-3.9440, 2.4146, -3.9368], [-2.8505, 3.7716, -3.7648], [-0.5872, 1.6497, -6.0065], [-2.1498, 2.1041, -5.3807], [-1.9882, 0.6507, -6.3392], [1.2032, -0.5704, -4.3300], [0.2045, -1.1282, -5.6602], [0.1183, -1.9313, -4.1016], [-3.6422, -0.2456, -3.9917], [-2.8083, -1.3242, -2.8837], [-2.7689, -1.6408, -4.6057], [2.5209, 1.6674, -1.7878], [3.3643, 2.9141, -2.7137], [2.5826, 1.5815, -3.5491], [1.5426, 4.4445, -0.6971], [0.0926, 5.1695, -1.3431], [1.6466, 5.5031, -2.0961], [0.9440, 3.2357, -5.2612], [1.2539, 4.8362, -4.6173], [-0.3873, 4.2283, -4.7078]],
  "forces_ev_per_angstrom": [[1.16, -0.11, 0.00], [-0.17, -0.15, 0.17], [-0.02, 0.10, -0.02], [0.33, 0.22, -0.22], [1.25, -0.28, 1.12], [-1.19, 0.10, -0.97], [-0.37, -0.24, 0.13], [0.23, 0.26, -0.32], [-0.21, -0.24, 0.33], [0.12, -0.07, 0.17], [-0.77, 0.30, -0.68], [0.84, -0.40, 0.58], [-0.55, 0.37, -0.28], [-0.43, 0.25, -0.12], [0.61, 0.68, 1.07], [0.28, -0.59, -0.72], [-0.49, 0.69, 0.50], [0.53, -0.46, -0.17], [0.12, -0.48, -0.60], [-0.14, 0.39, 0.87], [-0.04, 0.01, -0.08], [0.56, -0.31, -0.09], [-0.34, -0.26, 0.15], [-0.03, 0.11, 0.03], [0.00, 0.13, -0.08], [-0.07, -0.03, 0.06], [0.05, 0.22, -0.24], [0.09, -0.22, -0.33], [0.18, -0.12, -0.31], [0.26, -0.12, -0.35], [-1.07, -0.28, 1.49], [-0.03, -0.08, 0.10], [-0.02, 0.01, -0.04], [0.12, 0.08, 0.01], [-0.10, -0.05, 0.03], [-0.06, 0.10, 0.01], [-0.01, -0.02, 0.02], [0.22, -0.53, -0.31], [-0.75, 0.44, -0.01], [0.53, 0.26, -0.08], [0.35, -0.32, 0.39], [-0.98, 0.66, -1.40], [-0.10, -0.17, -0.77], [0.11, -0.10, 0.58], [-0.30, 0.35, 0.34], [0.48, 0.29, 0.20], [0.68, 0.28, -0.19], [-0.54, 0.02, 0.35], [-0.25, -0.57, -0.17], [-0.16, -0.36, 0.52], [-0.24, -0.07, -0.17], [0.21, 0.20, 0.00], [0.07, -0.05, 0.25], [-0.09, 0.16, 0.13], [0.06, -0.19, 0.10], [-0.05, -0.05, -0.21], [-0.21, 0.12, 0.20], [-0.04, -0.24, -0.22], [0.21, 0.17, -0.15], [0.29, 0.09, -0.07], [-0.19, 0.26, 0.06], [-0.09, -0.29, -0.12], [0.22, 0.04, 0.08], [-0.17, 0.05, -0.21], [0.04, -0.24, 0.19], [-0.16, 0.17, 0.01], [-0.11, -0.12, 0.20], [0.09, -0.11, -0.23], [0.23, 0.17, -0.27], [0.13, 0.24, 0.00], [-0.06, -0.17, -0.16], [0.06, -0.06, 0.24], [-0.22, 0.11, 0.10], [0.14, 0.02, -0.25], [0.03, -0.22, -0.18], [0.21, 0.18, 0.12], [-0.29, 0.08, -0.10]],
  "lowdin_charge": [0.395, -0.102, -1.093, 0.910, -1.192, -1.180, 0.645, 0.920, 0.629, 0.137, -0.452, 0.025, -0.079, -0.093, -0.085, -0.461, 0.003, -0.119, -0.070, -0.034, 0.135, -0.176, -0.347, 0.078, 0.035, 0.079, -0.068, 0.005, -0.428, -0.007, -0.072, 0.084, 0.066, 0.076, 0.088, 0.085, 0.077, -0.249, 0.364, -0.234, -0.240, 0.583, 0.374, -0.235, -0.225, -0.239, 0.378, -0.239, -0.234, -0.235, 0.011, -0.002, -0.015, 0.011, -0.002, 0.002, 0.008, -0.002, 0.000, -0.004, -0.014, 0.012, 0.001, 0.013, 0.005, 0.003, -0.045, 0.017, -0.022, 0.016, 0.009, 0.000, -0.001, 0.009, -0.002, 0.005, -0.002],
  "spin_multiplicity": 5,
  "energy_ha": -7116.50975,
  "relative_energy_ev": 1.713,
  "orbital_gap_ev": [6.653, 5.475],
  "s2": 6.043,
  "total_charge": -2
}

---

No. 2
{
  "formula": "CINOS",
  "method": "the ωB97M-V functional and the def2-TZVPD basis",
  "symbols": ["C", "N", "O", "S", "I"],
  "coordinates": [[0.9077, 0.4817, 0.7804], [0.9170, 0.0424, -0.3522], [1.1582, 0.8655, 1.8561], [-2.4654, -0.1805, -0.9964], [-0.5174, -1.2092, -1.2879]],
  "forces_ev_per_angstrom": [[1.02, -0.58, 0.66], [-0.73, -0.35, -0.82], [-0.72, 0.18, -0.49], [-0.35, 0.00, -0.06], [0.77, 0.75, 0.70]],
  "nbo_charge": [0.833, -0.813, -0.482, -0.482, 0.944],
  "energy_ha": -863.90549,
  "relative_energy_ev": 0.308,
  "orbital_gap_ev": 7.032
}

---

No. 3
{
  "formula": "C2H8N2S2",
  "method": "the ωB97M-V functional and the def2-TZVPD basis",
  "symbols": ["C", "C", "N", "N", "S", "S", "H", "H", "H", "H", "H", "H", "H", "H"],
  "coordinates": [[2.0932, 0.6576, -0.3328], [-1.7319, -0.6147, -0.1370], [-2.9314, 1.4215, 0.0796], [-2.1996, 0.4568, 0.4680], [3.5002, -0.2834, 0.4643], [-0.5232, -1.8686, 0.3580], [1.2046, -0.0337, -0.4713], [2.5362, 1.0715, -1.2477], [-1.7461, -0.5633, -1.1738], [2.0562, 1.3968, 0.3624], [-3.0464, 1.1217, -0.8909], [-1.9367, 0.4706, 1.4180], [3.6177, -1.0888, -0.5302], [-0.8928, -2.1439, 1.6334]],
  "forces_ev_per_angstrom": [[1.25, -3.10, -1.66], [0.80, -0.54, 0.75], [-0.45, 0.20, -1.07], [1.54, -1.97, 0.84], [-0.78, 0.87, 0.62], [-0.76, 0.87, 0.54], [1.10, 1.35, 0.27], [-0.66, -0.19, 0.09], [-0.48, -0.16, -1.85], [-1.25, 2.36, 1.79], [-0.73, 0.98, -0.47], [0.13, 0.39, 1.68], [0.41, -1.20, -1.11], [-0.12, 0.14, -0.41]],
  "nbo_charge": [-0.689, -0.285, -0.514, -0.178, -0.071, -0.009, 0.226, 0.216, 0.185, 0.209, 0.289, 0.382, 0.103, 0.137],
  "energy_ha": -986.74999,
  "relative_energy_ev": 3.609,
  "orbital_gap_ev": [8.435, 8.435]
}

---

No. 4
{
  "formula": "C3H3I2N",
  "method": "the ωB97M-V functional and the def2-TZVPD basis",
  "symbols": ["C", "C", "C", "N", "I", "I", "H", "H", "H"],
  "coordinates": [[-1.1906, 1.2080, -1.8410], [-0.1294, 0.1480, 0.0462], [-1.1600, 1.1839, -0.4091], [-1.4133, 1.4284, -2.9456], [-0.7529, 3.0937, 0.4462], [-3.1458, 0.5560, 0.3036], [0.0722, 0.3551, 1.1893], [0.8226, 0.3170, -0.4535], [-0.5112, -0.7809, -0.2259]],
  "forces_ev_per_angstrom": [[-1.03, 1.17, -0.32], [0.91, 2.64, 2.73], [0.08, -0.81, 0.80], [0.38, -0.37, -0.44], [0.14, 0.17, -0.24], [0.44, 0.08, -0.25], [-0.56, -1.10, -2.19], [0.02, 0.10, -0.14], [-0.38, -1.88, 0.06]],
  "nbo_charge": [0.170, -0.644, -0.377, -0.245, 0.223, 0.180, 0.233, 0.231, 0.228],
  "energy_ha": -766.21830,
  "relative_energy_ev": 0.214,
  "orbital_gap_ev": 8.841
}